(i)
{"formula": "C4H7NS2", "method": "ωB97M-V with the def2-TZVPD basis set", "elements": ["C", "S", "C", "S", "C", "C", "N", "H", "H", "H", "H", "H", "H", "H"], "positions_angstrom": [[2.2591, 1.4032, 0.0707], [0.4995, 0.9747, -0.3394], [0.5297, -0.6857, -0.0538], [1.9674, -1.6654, -0.0668], [-0.6100, -1.4567, -0.1083], [-1.8213, -0.9449, -0.1168], [-2.2829, 0.4158, 0.0116], [2.9718, 0.7213, -0.4855], [2.3155, 1.1858, 1.2382], [2.3436, 2.5124, -0.2367], [-0.5587, -2.5435, -0.4611], [-2.6959, -1.6860, -0.1673], [-1.6914, 1.2407, 0.4807], [-3.2263, 0.5283, 0.2345]], "lowdin_charge": [-0.4035, 0.8821, -1.0798, 0.5794, -0.3358, -0.1820, 0.0081, 0.0036, 0.0799, 0.0514, 0.1245, 0.1412, 0.0902, 0.0406], "smiles": "CSC(=S)/C=C\\N", "gap_ev": 7.7}

***

(ii)
{"formula": "C4H7NS2", "method": "ωB97M-V with the def2-TZVPD basis set", "elements": ["C", "C", "C", "C", "S", "N", "S", "H", "H", "H", "H", "H", "H", "H"], "positions_angstrom": [[1.2865, -1.0672, 1.2312], [0.3609, -0.1169, 1.1512], [0.1092, 0.8506, 2.2670], [-0.5497, -0.1099, 0.0174], [-2.1955, -0.1021, 0.2651], [-0.0687, -0.1146, -1.2494], [1.4988, 0.2004, -1.8520], [2.0122, -0.9996, 2.0012], [1.4743, -1.7454, 0.4069], [-0.9267, 0.8072, 2.5897], [0.8106, 0.6590, 3.0949], [0.3300, 1.9086, 1.9438], [-0.8161, -0.2866, -1.9646], [1.5033, 1.5472, -1.9367]], "lowdin_charge": [0.0540, -0.4387, -0.0789, -0.8628, 0.6719, -0.4316, 0.7713, 0.0619, 0.0649, 0.0511, 0.0821, 0.1017, 0.0931, -0.1401], "smiles": "C=C(C)C(=S)NS", "gap_ev": 8.6}

***

(iii)
{"formula": "C4H7NS2", "method": "ωB97M-V with the def2-TZVPD basis set", "elements": ["S", "C", "S", "C", "C", "C", "N", "H", "H", "H", "H", "H", "H", "H"], "positions_angstrom": [[-4.2893, 0.4970, -0.0803], [-2.7248, 0.2418, 0.3274], [-1.7275, -1.1185, -0.1484], [-0.2220, -0.5701, 0.5383], [0.6252, 0.2136, -0.4490], [2.0783, 0.4789, -0.2031], [1.6460, -0.4391, -1.2757], [-2.2472, 0.9416, 1.0153], [-0.4973, 0.1703, 1.2944], [0.3455, -1.3956, 0.9941], [0.0792, 0.9827, -1.0252], [2.6152, 0.0234, 0.6296], [2.5306, 1.3957, -0.6079], [1.7881, -1.4217, -1.0095]], "lowdin_charge": [0.5820, -1.0442, 0.8888, -0.5081, -0.3895, -0.1403, -0.0010, 0.0090, 0.0702, 0.0953, 0.1391, 0.1038, 0.1018, 0.0931], "smiles": "S=CSC[C@H]1CN1", "gap_ev": 8.5}

***

Q: Which of them is the most stable? A: (ii).